No. 1
Density functional theory data (the ωB97M-V functional and the def2-TZVPD basis) for a molecular structure, C24H41Cl3GeINPdSi3 in a non-equilibrium geometry.

Structure (XYZ):
```
75
Properties=species:S:1:pos:R:3:forces:R:3:lowdin_spin:R:1
Pd 0.849 0.025 0.698 -0.2 0.5 -0.3 0.641
C 2.044 -0.726 4.295 0.0 0.1 -0.5 0.031
Si 0.647 0.010 3.264 -0.4 -0.3 1.3 0.258
C 0.294 1.753 3.915 0.1 -0.2 -0.4 0.042
C -0.836 -1.133 3.545 0.3 0.3 -0.2 0.059
C -1.367 -1.204 4.833 -0.1 0.0 0.1 0.010
C -2.379 -2.104 5.128 0.1 0.1 0.0 0.003
C -2.862 -2.946 4.135 -0.1 0.0 0.0 0.001
C -2.343 -2.876 2.852 0.0 0.0 0.0 0.005
C -1.327 -1.969 2.543 0.2 0.0 -0.3 0.039
Si -0.656 -1.855 0.781 -0.2 -0.5 0.1 0.163
C 0.346 -3.380 0.285 -0.2 0.3 0.1 0.027
C -2.213 -1.774 -0.305 0.3 0.1 0.1 0.030
H 1.652 -0.848 5.309 -0.1 0.1 0.0 0.006
H 2.916 -0.077 4.342 0.0 0.0 0.0 0.000
H 2.358 -1.703 3.933 0.0 0.0 0.0 0.000
H 0.320 1.692 5.006 0.0 -0.1 0.0 0.008
H -0.687 2.119 3.613 0.0 0.0 0.0 0.000
H 1.047 2.480 3.605 0.0 0.0 0.0 -0.001
H -0.988 -0.551 5.613 0.0 0.0 0.0 0.001
H -2.784 -2.151 6.130 0.0 0.0 0.0 0.000
H -3.648 -3.655 4.365 0.0 0.0 0.0 0.000
H -2.735 -3.538 2.086 0.0 0.0 0.0 0.000
H -0.259 -4.272 0.470 0.0 0.0 0.0 0.004
H 1.260 -3.464 0.874 0.0 0.0 0.0 0.001
H 0.617 -3.370 -0.772 0.0 0.0 0.0 0.000
H -2.726 -2.733 -0.187 0.0 0.0 0.0 0.006
H -2.015 -1.644 -1.366 -0.1 -0.1 0.2 0.001
H -2.899 -0.991 0.021 0.0 -0.1 0.0 0.000
I 2.641 4.005 1.324 0.1 -0.5 0.0 0.471
C -0.337 3.062 0.633 -0.5 -0.1 0.2 0.642
C -1.171 4.166 0.619 0.2 0.2 -0.1 0.080
C -2.502 3.948 0.938 0.1 0.0 0.0 0.023
C -2.917 2.663 1.283 0.0 0.0 0.0 -0.014
C -1.996 1.638 1.275 -0.1 0.0 0.1 0.039
N -0.711 1.848 0.932 0.4 -0.2 -0.2 0.217
H -0.792 5.149 0.377 0.0 0.0 0.0 0.005
H -3.202 4.774 0.935 0.0 0.0 0.0 0.005
H -3.942 2.470 1.567 0.0 0.0 0.0 0.000
H -2.262 0.624 1.554 0.0 0.0 0.0 0.003
Cl 3.014 -1.158 1.155 0.1 0.2 0.0 0.374
Ge 3.376 1.340 1.285 0.5 0.3 -0.2 0.252
Cl 4.743 1.288 2.964 -0.2 0.0 -0.1 0.044
Cl 4.822 1.382 -0.378 -0.3 0.0 0.1 0.045
C 1.573 2.080 -2.072 -0.2 -0.2 0.1 0.093
Si 1.008 0.303 -1.750 0.6 0.2 -0.6 0.418
C 2.002 -0.945 -2.954 -0.5 0.0 0.3 0.126
C 3.065 -1.614 -2.086 0.0 0.1 0.0 0.019
C 1.135 -2.024 -3.601 0.1 0.0 0.0 0.003
C 2.682 -0.090 -4.021 0.0 0.1 0.0 0.026
C -1.081 0.740 -3.113 -0.3 0.0 -0.2 0.429
C -0.676 1.708 -4.178 0.1 0.0 0.1 0.061
C -1.864 1.310 -1.974 0.2 0.0 0.2 0.083
C -1.564 -0.582 -3.628 0.0 0.0 0.0 0.063
H 1.621 2.302 -3.138 0.0 -0.1 0.0 0.008
H 2.578 2.200 -1.668 0.1 -0.1 0.1 0.008
H 0.934 2.812 -1.579 0.0 0.0 0.1 0.007
H 2.628 -2.259 -1.327 0.0 0.0 0.0 0.002
H 3.715 -0.886 -1.605 0.0 0.0 0.1 0.001
H 3.694 -2.233 -2.734 0.0 0.0 -0.1 0.006
H 0.456 -2.498 -2.889 0.0 0.0 0.0 0.001
H 1.787 -2.806 -3.997 0.0 0.0 0.0 0.002
H 0.559 -1.629 -4.435 0.1 -0.1 0.1 0.000
H 3.369 0.634 -3.584 0.0 0.0 0.0 0.001
H 1.971 0.434 -4.661 0.1 0.0 0.0 0.001
H 3.269 -0.754 -4.663 0.0 0.0 0.0 0.009
H -0.414 2.686 -3.782 0.0 0.0 0.0 0.001
H -1.537 1.838 -4.847 0.0 0.0 0.0 0.025
H 0.136 1.329 -4.800 0.0 0.0 0.0 0.007
H -1.422 2.229 -1.589 0.0 0.0 0.0 0.003
H -1.988 0.593 -1.163 0.0 0.1 -0.1 0.010
H -2.868 1.563 -2.341 0.0 0.0 -0.1 0.031
H -1.121 -0.830 -4.589 -0.1 0.1 0.0 0.000
H -2.650 -0.521 -3.767 0.0 0.1 0.0 0.024
H -1.385 -1.404 -2.937 0.0 0.1 -0.3 0.011
```
Forces are in eV/Å.

Results
Gap between HOMO and LUMO (alpha / beta) ... 7.01 / 5.67 eV
<S²> ... 8.782
M ... 840.150 g/mol
Spin multiplicity ... 6
Highest occupied orbital energy (alpha / beta) ... -0.3757 / -0.4310 Ha
Net charge ... +1

***

No. 2
Density functional theory data (the ωB97M-V functional and the def2-TZVPD basis) for a molecular structure, C45H100F10N10Na2O20S10 in a non-equilibrium geometry.

Structure (XYZ):
```
197
Properties=species:S:1:pos:R:3:forces:R:3:mulliken_charge:R:1
Na -2.011 2.528 -1.044 0.2 0.4 0.7 0.912
Na -0.337 1.664 -3.403 0.6 -0.2 -0.7 1.250
C -1.412 2.900 3.585 0.4 -0.3 -0.3 -1.206
C -1.876 2.353 4.925 -0.9 0.0 0.2 -0.386
C -0.784 1.521 5.558 0.7 0.7 -0.2 -0.394
N -1.141 0.820 6.845 0.5 0.0 -0.8 0.958
C -1.427 1.844 7.866 -0.7 1.0 1.5 -0.682
C -1.570 1.257 9.258 -0.3 -0.2 0.4 -0.810
C -0.293 0.560 9.656 1.0 0.0 0.4 -0.797
C 0.056 -0.546 8.653 -1.0 0.5 0.4 -0.801
C 0.044 -0.028 7.218 0.8 -0.4 0.3 -0.503
C -2.292 -0.104 6.653 -0.1 0.0 0.0 -1.086
H -1.352 2.157 2.785 -0.1 -0.3 0.3 -0.023
H -0.391 3.265 3.708 -0.2 0.5 -0.2 0.246
H -2.082 3.673 3.214 0.2 0.2 0.2 0.602
H -2.797 1.774 4.836 0.1 -0.2 -0.3 0.228
H -2.179 3.191 5.558 0.3 0.1 0.1 0.468
H 0.069 2.149 5.838 -0.2 0.2 0.0 0.468
H -0.354 0.849 4.815 -0.5 -0.7 0.3 -0.424
H -0.665 2.625 7.928 0.5 -0.5 -0.5 0.347
H -2.319 2.426 7.638 -0.2 -0.5 -0.5 0.486
H -1.854 2.052 9.950 0.3 0.1 -0.1 0.451
H -2.404 0.554 9.341 0.0 0.0 -0.2 0.305
H 0.559 1.249 9.731 -0.2 0.3 -0.3 0.292
H -0.326 0.136 10.661 -0.3 -0.1 -0.1 0.458
H 1.051 -0.911 8.899 0.0 -0.4 -0.2 0.390
H -0.698 -1.320 8.811 0.3 -0.4 -0.2 0.366
H 0.970 0.542 7.102 -0.3 0.4 -0.2 0.384
H 0.075 -0.830 6.478 -0.1 -0.1 0.1 0.331
H -2.020 -0.787 5.862 0.0 -0.3 -0.2 0.248
H -3.180 0.440 6.353 0.0 0.1 0.1 0.382
H -2.461 -0.631 7.584 -0.1 -0.1 -0.1 0.571
C -3.832 -1.909 -5.205 -0.2 -0.1 0.2 -1.228
C -4.981 -1.172 -4.514 0.1 0.6 0.1 -0.284
C -4.834 -1.290 -3.005 0.2 -1.0 0.2 -0.795
N -6.048 -1.110 -2.121 0.0 -0.1 -0.8 1.074
C -5.642 -1.564 -0.753 0.0 -0.5 1.1 -0.448
C -6.803 -1.574 0.216 -0.8 0.7 0.5 -0.689
C -7.982 -2.408 -0.265 0.0 -0.2 0.1 -0.897
C -8.367 -2.014 -1.683 0.0 -1.0 -0.2 -0.715
C -7.151 -2.044 -2.590 0.1 0.6 0.0 -0.625
C -6.513 0.307 -2.233 0.3 0.1 0.1 -0.806
H -3.939 -1.807 -6.283 0.2 0.1 0.0 0.541
H -3.821 -2.981 -4.986 -0.1 0.0 0.1 0.417
H -2.891 -1.482 -4.864 0.1 0.0 -0.3 -0.100
H -5.944 -1.551 -4.846 0.0 -0.1 -0.1 0.376
H -4.900 -0.126 -4.820 -0.3 0.0 0.0 0.193
H -4.068 -0.654 -2.570 0.0 0.1 -0.2 0.342
H -4.519 -2.313 -2.784 0.1 0.0 0.0 0.261
H -5.266 -2.584 -0.852 0.0 0.0 -0.2 0.246
H -4.801 -1.006 -0.340 0.0 0.4 -0.4 0.148
H -6.519 -1.874 1.225 0.5 -0.3 -0.2 0.353
H -7.146 -0.545 0.386 0.0 0.0 -0.1 0.292
H -7.729 -3.474 -0.247 0.2 0.1 -0.1 0.340
H -8.822 -2.329 0.424 0.0 0.2 -0.1 0.419
H -9.000 -2.803 -2.102 -0.3 0.2 0.1 0.448
H -8.933 -1.086 -1.746 0.2 0.1 0.0 0.322
H -6.685 -3.028 -2.641 -0.2 -0.1 0.1 0.321
H -7.412 -1.728 -3.594 0.0 -0.1 0.0 0.382
H -7.176 0.364 -3.090 -0.1 0.2 0.1 0.380
H -5.656 0.949 -2.429 0.0 0.0 0.1 0.189
H -6.997 0.629 -1.319 -0.2 -0.1 -0.1 0.345
C 6.780 1.065 7.049 0.2 0.3 1.2 -1.550
C 6.262 0.571 5.719 0.5 0.5 -0.5 -0.180
C 4.764 0.710 5.559 -0.2 0.6 -0.3 -0.744
N 4.246 0.479 4.148 0.3 -1.6 0.2 0.941
C 4.624 -0.959 3.765 -0.2 0.2 -0.5 -0.787
C 3.852 -1.434 2.549 -0.7 0.2 0.6 -0.687
C 2.354 -1.374 2.864 0.9 -0.1 -0.9 -0.794
C 1.977 0.066 3.053 -0.9 1.1 0.4 2.610
C 2.737 0.698 4.207 0.2 -0.7 0.2 -0.957
C 4.878 1.390 3.170 -0.7 0.6 -0.4 -1.211
H 7.845 0.889 7.211 0.0 -0.2 -0.5 0.407
H 6.314 0.585 7.916 -0.2 0.0 -0.2 0.369
H 6.680 2.142 7.205 -0.3 0.0 -0.3 0.363
H 6.564 -0.466 5.571 -0.1 0.0 0.0 0.349
H 6.760 1.157 4.944 0.1 -0.1 0.0 0.226
H 4.346 1.706 5.731 0.6 0.1 0.6 0.342
H 4.282 0.012 6.243 -0.3 -0.1 -0.3 0.503
H 4.420 -1.569 4.643 0.1 -0.1 0.0 0.462
H 5.682 -0.916 3.520 0.1 -0.2 0.4 0.488
H 4.065 -2.461 2.258 0.6 0.1 0.2 0.483
H 4.091 -0.760 1.725 -0.1 -0.3 -0.3 0.114
H 2.139 -1.951 3.767 -0.1 0.0 0.0 0.294
H 1.864 -1.860 2.023 -0.5 0.3 0.2 0.343
H 0.910 0.129 3.298 0.0 0.0 0.2 -0.865
H 2.057 0.757 2.216 0.3 -0.5 -0.5 -1.192
H 2.437 0.207 5.137 0.0 0.1 0.0 0.166
H 2.602 1.776 4.292 -0.1 0.0 -0.1 0.513
H 5.937 1.193 3.060 0.1 0.1 0.3 0.354
H 4.628 2.407 3.461 0.4 0.1 0.1 0.378
H 4.416 1.266 2.195 -0.2 -0.2 0.1 0.530
C -0.405 -6.780 0.083 0.9 0.7 0.3 -1.499
C -0.341 -6.931 -1.431 0.1 -0.5 -0.2 -0.374
C -0.850 -5.724 -2.212 -0.4 -0.4 0.0 -0.291
N -0.189 -5.516 -3.553 -0.6 0.6 -0.2 0.496
C -0.215 -6.801 -4.372 0.5 0.6 1.2 -0.513
C 0.154 -6.606 -5.817 -0.2 -0.6 -0.7 -0.962
C -0.642 -5.490 -6.493 -0.4 -1.4 -0.4 -0.959
C -0.668 -4.224 -5.678 1.1 0.2 -0.9 -0.123
C -1.045 -4.468 -4.237 -0.4 0.3 -0.6 -0.027
C 1.180 -4.935 -3.356 -0.8 -0.2 0.1 -0.635
H 0.281 -7.473 0.570 -0.2 -0.3 -0.1 0.409
H -1.375 -6.860 0.565 -0.2 0.0 -0.3 0.377
H 0.020 -5.802 0.339 -0.3 0.0 0.1 0.276
H -0.888 -7.821 -1.752 -0.1 0.0 0.0 0.380
H 0.692 -7.145 -1.717 0.1 0.2 0.2 0.356
H -0.786 -4.782 -1.665 0.3 0.0 0.0 -0.006
H -1.907 -5.862 -2.445 0.0 0.0 0.1 0.509
H -1.221 -7.174 -4.181 0.0 -0.2 -0.4 0.373
H 0.506 -7.420 -3.842 -0.1 -0.4 -0.2 0.482
H -0.098 -7.537 -6.337 -0.1 -0.1 0.2 0.468
H 1.232 -6.571 -5.996 0.0 0.6 0.4 0.373
H -1.642 -5.916 -6.662 -0.2 0.3 0.4 0.353
H -0.289 -5.411 -7.522 0.3 0.6 0.2 0.414
H -1.278 -3.484 -6.197 -0.4 0.1 0.6 0.261
H 0.323 -3.764 -5.718 0.0 0.0 0.1 -0.020
H -2.078 -4.819 -4.185 0.0 -0.1 0.1 0.601
H -0.952 -3.539 -3.678 0.0 -0.1 0.2 -0.548
H 0.980 -3.991 -2.859 0.5 0.2 -0.1 -0.034
H 1.606 -4.788 -4.339 0.4 0.1 0.1 0.571
H 1.756 -5.587 -2.709 0.1 -0.1 -0.2 0.429
C 4.169 7.837 -4.209 -0.3 0.9 0.7 -1.560
C 3.656 6.550 -3.571 0.1 0.0 -0.6 -0.095
C 4.399 5.367 -4.141 1.7 -0.7 -0.1 -0.835
N 3.903 3.964 -3.804 0.4 1.0 1.0 0.361
C 3.633 4.001 -2.305 -1.1 -0.4 0.0 -0.938
C 3.276 2.638 -1.758 0.2 -0.3 0.0 1.792
C 4.411 1.686 -2.067 -0.2 -1.3 0.8 -1.104
C 4.670 1.616 -3.555 0.1 -0.2 0.0 -0.021
C 5.015 2.991 -4.099 -0.1 -0.7 -0.5 -0.837
C 2.669 3.685 -4.594 0.3 -0.2 0.0 -0.486
H 5.221 8.030 -3.983 0.2 -0.5 -0.4 0.359
H 3.705 8.670 -3.670 -0.3 -0.1 -0.2 0.418
H 3.942 7.983 -5.262 0.2 -0.3 -0.1 0.382
H 2.587 6.404 -3.737 -0.1 0.4 0.1 0.259
H 3.866 6.664 -2.510 -0.3 -0.3 0.1 0.269
H 5.421 5.364 -3.749 -0.1 0.2 0.2 0.469
H 4.602 5.370 -5.216 -0.7 0.2 -0.1 0.565
H 4.496 4.406 -1.780 0.2 0.1 -0.3 0.281
H 2.792 4.676 -2.206 0.0 0.2 0.2 0.404
H 3.037 2.653 -0.696 0.3 0.4 0.1 -0.446
H 2.334 2.273 -2.177 0.1 -0.1 -0.4 -0.979
H 5.324 1.904 -1.496 0.0 0.7 -0.3 0.437
H 4.197 0.693 -1.655 -0.4 0.0 -0.4 0.330
H 5.422 0.852 -3.760 0.4 0.4 -0.2 0.522
H 3.820 1.234 -4.121 -0.1 0.1 0.3 -0.377
H 5.928 3.399 -3.673 0.0 0.0 0.1 0.390
H 5.126 2.909 -5.182 0.0 0.4 0.0 0.507
H 2.361 2.647 -4.506 0.2 -0.1 0.0 0.231
H 2.959 3.893 -5.620 -0.5 0.0 -0.1 0.312
H 1.859 4.318 -4.237 0.1 0.2 -0.2 0.236
N 1.115 0.251 -4.629 0.3 -0.5 -2.8 -0.241
S 2.133 -0.964 -4.609 2.0 -1.1 3.1 0.443
O 3.299 -0.817 -5.408 -0.1 0.1 -0.7 -0.640
O 1.537 -2.253 -4.500 -0.3 -0.1 -0.3 -0.343
F 2.697 -0.722 -3.133 -0.4 0.2 -0.1 -0.160
S 0.667 0.144 -6.253 -2.8 1.7 0.4 0.890
O -0.049 -1.035 -6.588 0.4 -0.7 0.2 -0.512
O 1.495 0.759 -7.210 1.0 0.3 0.0 -0.640
F -0.527 1.187 -6.045 0.3 0.4 0.0 -0.245
N -0.729 0.486 -1.406 -0.2 -3.2 -0.5 0.908
S 0.097 0.061 -0.095 3.9 4.4 3.0 -0.490
O 1.512 -0.036 -0.264 -0.2 -1.2 -0.9 -0.309
O -0.553 -0.686 0.897 -0.9 -1.4 -0.2 0.143
F 0.111 1.550 0.539 -1.2 0.0 -0.3 -0.193
S -1.009 -1.086 -1.925 -1.2 -1.0 -2.1 0.273
O -2.246 -1.633 -1.490 -0.4 0.7 0.2 -0.600
O 0.068 -2.014 -1.978 0.7 0.7 0.8 -0.512
F -1.192 -0.759 -3.462 -0.5 0.5 0.2 0.219
N 2.461 5.396 0.756 -1.8 -0.9 0.3 -0.389
S 0.929 5.317 0.242 -0.2 1.5 -3.1 0.961
O -0.052 6.095 0.903 0.2 -0.2 0.6 -0.574
O 0.548 4.040 -0.297 -0.2 -0.6 0.5 -0.371
F 1.187 6.113 -1.125 0.3 0.2 0.4 -0.361
S 2.453 4.345 1.936 2.2 0.0 2.4 0.918
O 2.628 2.972 1.580 0.2 -0.4 -0.5 -0.251
O 1.582 4.576 3.047 -0.5 0.2 -0.4 -0.692
F 3.879 4.749 2.550 -0.2 -0.1 -0.4 -0.395
N -1.811 3.442 -3.182 -2.6 -1.2 -2.5 -0.204
S -3.016 2.944 -4.313 0.2 -3.4 -0.2 0.986
O -2.888 3.388 -5.634 0.4 1.5 -0.6 -0.536
O -4.298 2.658 -3.780 -0.2 0.5 1.1 -0.585
F -2.448 1.426 -4.498 0.2 0.2 1.1 -0.104
S -2.018 5.001 -3.426 1.1 4.7 2.4 0.761
O -3.362 5.469 -3.407 -0.5 -1.1 -0.3 -0.616
O -1.119 5.655 -4.296 0.7 -0.8 -0.8 -0.570
F -1.488 5.443 -1.989 0.0 -0.4 0.0 -0.188
N -3.094 -2.385 4.243 0.2 0.6 -1.6 -0.528
S -3.245 -1.588 2.841 -2.7 2.1 1.3 1.329
O -3.580 -2.318 1.670 0.5 -0.5 -0.3 -0.478
O -2.454 -0.402 2.740 0.5 -0.3 0.1 -0.477
F -4.666 -0.956 3.255 0.0 -0.1 -0.1 -0.383
S -1.788 -3.220 4.054 2.5 -1.7 1.6 1.046
O -0.565 -2.451 4.041 -0.4 0.3 0.0 -0.464
O -1.869 -4.313 3.155 -0.2 -0.2 -0.5 -0.577
F -1.725 -3.907 5.494 -0.4 0.4 -0.2 -0.332
```
Forces are in eV/Å.

Results
Gap between HOMO and LUMO ... 9.04 eV
M ... 1657.975 g/mol
Highest occupied orbital energy ... -0.4757 Ha
Net charge ... +2